Molecular formula: C22H15AsO5V
Method: DFT, the ωB97M-V functional and the def2-TZVPD basis

Geometry as ORCA input:
```
! wB97M-V def2-TZVPD RIJCOSX def2/J DEFGRID3
* xyz 2 4
H -1.957 2.064 1.884
C -0.923 1.740 3.751
H -2.879 4.256 2.552
H -0.979 3.894 6.389
C 0.000 -1.811 -0.023
O -0.755 -0.389 1.766
C -0.657 2.259 5.024
O -2.718 0.002 -3.252
H -3.078 -0.676 3.726
C -1.185 3.497 5.403
H 0.673 -2.220 5.170
C -1.094 -3.198 5.902
C -1.728 2.462 2.862
H 4.083 -2.643 2.700
H 4.594 1.372 4.144
H -0.044 1.701 5.722
C 2.565 0.775 3.738
C 0.001 1.811 0.023
C 1.727 -0.260 3.304
C -0.407 -2.244 5.143
O 0.000 -2.959 -0.038
C 3.948 0.575 3.800
C 2.277 -1.491 2.927
H 2.147 1.726 4.037
C 1.780 0.003 -0.315
H -2.395 5.175 4.805
C 3.660 -1.689 2.987
O 2.914 0.005 -0.516
H -4.286 -2.365 5.070
C -3.204 -2.331 5.092
C -1.121 -1.331 4.355
H 1.633 -2.296 2.597
C -2.491 -3.243 5.876
H -3.021 -3.983 6.460
C -2.520 -1.376 4.334
C -2.255 3.700 3.241
C -1.984 4.218 4.511
As -0.200 -0.002 3.268
V 0.000 0.000 0.000
O 0.001 2.959 0.038
H 5.565 -0.812 3.478
C -1.977 -0.010 -2.371
H -0.542 -3.906 6.508
C 4.495 -0.656 3.426
*
```

Computed properties:
Expectation value of S² = 3.77
Orbital gap (spin up / spin down) = 6.1 / 4.7 eV
HOMO energy (spin up / spin down) = -14.8 / -14.8 eV
Energy = -4402.63291 Eh

---

Molecular formula: C22H15AuF12N7O2Se
Method: DFT, the ωB97M-V functional and the def2-TZVPD basis

Geometry as ORCA input:
```
! wB97M-V def2-TZVPD RIJCOSX def2/J DEFGRID3
* xyz -1 3
C -0.760 -2.733 0.244
C -1.632 -4.905 0.965
C -2.789 -1.606 -2.642
F -2.684 -0.589 -3.509
F -2.013 -2.595 -3.115
H 1.653 4.448 3.469
C -2.841 -4.679 0.318
C 0.495 3.253 0.237
F 2.824 1.162 -0.015
H -3.934 -3.303 -0.840
N -0.378 2.596 2.077
C -1.999 -2.485 -0.399
C -0.634 -3.958 0.934
H 1.211 -3.864 -1.016
N -0.358 2.360 0.774
C 2.448 -0.275 1.853
C 2.660 -1.542 0.976
N -1.452 4.908 -3.584
H 0.723 3.309 -0.813
C 3.258 0.923 1.236
H 5.820 -4.667 -0.192
F -4.668 -1.142 -0.337
F 4.311 -0.699 3.414
C -1.379 3.794 -3.267
H 6.288 -3.404 0.954
N 1.021 4.043 1.159
F 2.640 0.433 4.150
F 4.596 0.781 1.158
F -3.143 -0.112 0.779
O 1.180 0.177 2.049
H -4.488 -5.731 -0.602
H 0.667 3.295 4.144
C 5.751 -3.599 0.024
H -1.473 -5.831 1.511
H 4.767 -1.529 1.380
C 1.620 -2.228 0.298
C 1.993 -3.355 -0.468
F 2.418 -1.682 3.775
Se -1.270 2.042 -2.767
F 3.049 2.060 1.940
F -3.834 0.691 -1.110
H 0.294 -4.137 1.464
C 4.312 -3.152 0.124
H 6.275 -3.066 -0.776
C -2.991 -3.471 -0.340
H -3.608 -6.678 0.607
C -2.339 -1.187 -1.190
H 3.510 -4.686 -1.151
O -1.339 -0.262 -1.358
F -4.070 -2.032 -2.728
C -3.972 -5.679 0.359
C 2.970 -0.558 3.302
H -4.714 -5.401 1.115
N 0.446 3.570 2.245
Au -0.150 0.176 0.388
N 0.713 4.077 3.502
N 0.292 -1.837 0.287
C -3.521 -0.452 -0.465
C 3.289 -3.810 -0.548
C 3.967 -2.033 0.861
*
```

Computed properties:
Expectation value of S² = 2.01
Orbital gap (spin up / spin down) = 7.1 / 3.9 eV
Energy above the lowest of the compared OMol25 structures with the same formula, charge and spin = 9.16 kcal per mole
HOMO energy (spin up / spin down) = -4.3 / -4.2 eV
Energy = -5116.65046 Eh

---

Molecular formula: C22H15AuF5N5O4S
Method: DFT, the ωB97M-V functional and the def2-TZVPD basis

Geometry as ORCA input:
```
! wB97M-V def2-TZVPD RIJCOSX def2/J DEFGRID3
* xyz 0 3
H 5.465 3.447 1.665
C -1.335 4.619 -6.314
C -0.642 3.977 -7.333
N 3.755 3.154 -0.335
C 0.120 1.154 -1.804
O 0.032 0.728 2.194
C 0.998 0.747 3.059
F -2.755 -2.393 0.291
H 0.707 2.398 -7.849
C 0.321 2.443 -5.747
H 5.520 -2.840 -2.364
F -2.992 -2.600 -2.278
H 0.958 1.605 -5.499
Au -0.719 -0.453 0.687
H 1.668 1.801 0.621
C 4.384 -3.319 -0.607
O 0.966 0.258 4.170
C 2.633 -1.328 -1.438
O 2.754 3.280 -1.023
C -0.384 3.087 -4.729
C 4.386 2.471 3.264
C 4.578 2.907 1.965
N 0.871 0.105 -1.304
H 3.074 1.425 4.616
H -0.753 4.319 -8.353
H -1.744 4.668 -4.207
C 0.181 2.894 -7.045
H 5.047 -4.114 -0.294
N -0.324 2.655 -3.414
H -0.942 3.106 -2.734
C -1.207 4.180 -5.012
F -0.866 -2.988 -0.608
N 0.338 1.618 -3.029
H -1.981 5.456 -6.540
H 1.538 -1.774 0.361
H 5.136 2.679 4.015
C 3.587 2.661 1.028
C -1.692 -1.914 -0.414
C 3.766 -1.634 -2.199
C 2.404 -2.015 -0.237
F -1.256 -1.374 -2.687
C 4.641 -2.614 -1.776
C 2.255 1.516 2.654
F -3.029 -0.495 -1.786
H 3.936 -1.078 -3.112
S -1.084 1.744 -0.731
O 4.878 3.438 -0.706
C 2.431 1.972 1.359
C -2.253 -1.589 -1.810
N 1.808 -0.351 -1.971
C 3.270 -3.008 0.166
H 3.073 -3.546 1.084
C 3.233 1.778 3.606
*
```

Computed properties:
Expectation value of S² = 2.03
Orbital gap (spin up / spin down) = 7.0 / 6.2 eV
Energy above the lowest of the compared OMol25 structures with the same formula, charge and spin = 14.42 kcal per mole
HOMO energy (spin up / spin down) = -8.7 / -9.3 eV
Energy = -2455.10248 Eh

---

Molecular formula: C22H15AuN6O2S3
Method: DFT, the ωB97M-V functional and the def2-TZVPD basis

Geometry as ORCA input:
```
! wB97M-V def2-TZVPD RIJCOSX def2/J DEFGRID3
* xyz 2 1
H 1.712 -1.552 6.710
S -3.704 -1.443 0.307
H 1.887 1.708 1.825
H -0.563 -1.409 7.711
C -0.167 -1.616 3.861
C 1.527 -0.003 -4.805
N 1.570 -0.678 -2.120
N -1.012 -1.394 0.445
C 1.707 2.105 0.834
H -4.506 0.130 -1.297
C 1.301 2.392 -4.139
C 1.483 1.639 -1.422
C 1.577 3.478 0.617
C -4.483 -0.959 -1.263
N 1.204 2.910 -5.350
C 1.434 0.993 -3.827
H 1.633 4.163 1.450
S -1.910 -1.210 -2.020
H -3.774 -2.624 -2.476
C 1.258 3.377 -3.109
N 1.129 4.604 -3.580
O 1.157 -1.606 1.896
C -0.439 -1.492 6.640
S 1.073 4.499 -5.179
H 1.491 0.287 -5.847
N 1.637 1.230 -0.151
C 1.486 0.628 -2.473
H 2.228 -1.720 3.279
C 1.672 -1.316 -4.415
C 1.372 3.005 -1.723
H 1.769 -2.638 -2.718
H -3.896 -1.077 -3.347
C -2.098 -1.359 -0.319
H -5.502 -1.344 -1.265
Au 1.338 -1.095 -0.113
C -3.663 -1.543 -2.391
C -1.448 -1.591 4.456
N -1.157 -1.556 1.708
O 2.221 -1.690 4.249
H -2.569 -1.505 6.253
C 0.819 -1.555 6.099
C 1.678 -1.615 -3.058
H 1.777 -2.108 -5.141
H -2.321 -1.614 3.821
C -1.582 -1.529 5.814
C 0.988 -1.628 4.711
C -0.010 -1.586 2.430
C 1.397 3.928 -0.670
H 1.285 4.980 -0.898
*
```

Computed properties:
Orbital gap (spin up / spin down) = 4.1 / 4.1 eV
Energy above the lowest of the compared OMol25 structures with the same formula, charge and spin = 35.00 kcal per mole
HOMO energy (spin up / spin down) = -13.7 / -13.7 eV
Energy = -2656.05200 Eh